No. 1
Below is a cluster of 2 separate species, C15H21BNO2 in total, with properties calculated with the ωB97M-V functional and the def2-TZVPD basis.

Each line ends with the Mulliken charge.
Atoms and positions in Å:
C1 1.238 0.916 -2.404  -0.3600
O1 -0.137 1.222 -2.443  -0.2807
C2 -0.915 0.115 -2.371  0.1277
C3 -2.315 0.196 -2.413  0.4933
C4 -3.169 -0.931 -2.341  -0.7153
C5 -4.533 -0.774 -2.391  -0.5642
C6 -5.108 0.491 -2.514  1.0997
C7 -6.586 0.649 -2.569  -1.4090
C8 -4.273 1.607 -2.586  -0.6721
C9 -2.910 1.466 -2.537  -0.5536
H1 1.818 1.838 -2.472  0.2852
H2 1.473 0.417 -1.464  0.0105
H3 1.492 0.271 -3.246  0.3839
H4 -0.423 -0.842 -2.282  0.4635
H5 -2.745 -1.914 -2.247  0.4170
H6 -5.181 -1.632 -2.336  0.4531
H7 -6.867 1.700 -2.665  0.3594
H8 -7.001 0.113 -3.423  0.3528
H9 -7.051 0.261 -1.661  0.3528
H10 -4.703 2.588 -2.681  0.3318
H11 -2.263 2.324 -2.594  0.4854
C10 6.454 -1.083 2.220  -0.7738
O2 5.638 -0.919 3.353  -0.3953
C11 4.277 -0.703 3.091  0.9815
C12 3.451 -0.533 4.203  -0.7819
C13 2.110 -0.317 4.047  -0.1272
N1 1.566 -0.267 2.815  -0.3518
B1 0.088 -0.024 2.712  0.3021
H12 -0.268 0.004 1.590  -0.2594
C14 2.331 -0.428 1.716  -0.1605
C15 3.680 -0.645 1.829  -0.4801
H13 7.479 -1.241 2.557  0.2301
H14 6.132 -1.956 1.652  0.3357
H15 6.421 -0.184 1.604  0.3385
H16 3.899 -0.576 5.179  0.4285
H17 1.472 -0.186 4.903  0.4492
H18 -0.509 -0.876 3.265  -0.1205
H19 -0.195 1.007 3.211  -0.1207
H20 1.858 -0.384 0.752  0.0471
H21 4.273 -0.770 0.942  0.3975

Summary:
**Net charge**: +1
**Gap between HOMO and LUMO**: 5.7 eV
**M**: 258.15 g/mol
**DFT total energy**: -22148.729 eV

No. 2
Below is a structure of composition C24H21ClIIrN3O, with properties calculated with the ωB97M-V functional and the def2-TZVPD basis.

Each line ends with the Löwdin spin population.
Atoms and positions in Å:
Ir1 0.575 0.553 0.955  0.0086
C1 1.943 -1.927 -0.126  0.0009
C2 0.432 -1.871 -0.361  0.0022
C3 0.084 -1.470 -1.753  -0.0003
C4 -0.293 -2.470 -2.626  0.0002
C5 -0.559 -2.181 -3.942  -0.0004
C6 -0.419 -0.880 -4.385  0.0000
C7 -0.044 0.170 -3.561  -0.0003
C8 0.167 1.488 -4.298  0.0000
C9 1.643 1.905 -4.353  0.0000
C10 0.169 -0.123 -2.163  -0.0002
N1 0.438 0.846 -1.136  -0.0023
C11 0.469 2.180 -1.356  0.0006
C12 0.749 2.993 -0.330  -0.0006
C13 0.817 4.419 -0.223  -0.0019
C14 1.139 4.689 1.072  -0.0001
C15 1.257 3.428 1.739  -0.0031
N2 1.053 2.428 0.889  -0.0006
H1 2.175 -2.448 0.804  0.0000
H2 2.410 -0.936 -0.100  0.0003
H3 2.413 -2.480 -0.937  0.0001
H4 -0.110 -1.175 0.283  0.0006
H5 0.012 -2.853 -0.141  0.0003
H6 -0.364 -3.491 -2.272  0.0000
H7 -0.859 -2.963 -4.627  0.0000
H8 -0.600 -0.666 -5.430  0.0000
H9 -0.467 2.284 -3.904  0.0000
H10 -0.179 1.346 -5.321  0.0000
H11 2.093 2.035 -3.370  0.0000
H12 1.750 2.840 -4.902  0.0000
H13 2.220 1.143 -4.877  0.0000
H14 0.271 2.623 -2.303  0.0000
H15 0.646 5.119 -1.024  -0.0001
H16 1.277 5.651 1.535  0.0000
H17 1.509 3.259 2.775  -0.0001
Cl1 -3.394 -3.160 5.266  0.0998
C16 -2.851 -1.983 4.179  0.1906
C17 -3.773 -1.166 3.551  -0.0162
C18 -3.369 -0.201 2.638  0.1532
I1 -4.711 1.022 1.731  0.0976
C19 -1.979 -0.059 2.302  0.1421
O1 -1.558 0.763 1.451  0.2055
C20 -1.027 -0.900 3.002  0.0460
N3 0.276 -0.704 2.692  0.0264
C21 1.206 -1.420 3.317  -0.0015
C22 0.879 -2.391 4.261  0.0157
C23 -0.442 -2.610 4.566  0.0100
C24 -1.432 -1.847 3.927  0.0290
H18 -4.823 -1.286 3.780  -0.0028
H19 2.237 -1.212 3.065  -0.0005
H20 1.666 -2.954 4.742  0.0006
H21 -0.722 -3.355 5.298  0.0006

Summary:
**Net charge**: +2
**Gap between HOMO and LUMO (spin up / spin down)**: 4.8 / 4.3 eV
**M**: 722.03 g/mol
**2S+1**: 2
**DFT total energy**: -55190.720 eV

No. 3
Below is a structure of composition C32H26BrIrN7O2S, with properties calculated with the ωB97M-V functional and the def2-TZVPD basis.

Each line ends with the Löwdin spin population.
Atoms and positions in Å:
Ir1 -0.072 0.484 -0.409  0.6894
C1 1.254 3.810 4.289  0.0000
C2 -0.144 3.534 3.759  -0.0005
N1 -0.421 2.103 3.591  0.0016
C3 -0.531 1.431 2.446  0.0026
S1 -0.276 2.299 0.945  0.0184
N2 -0.907 0.183 2.479  0.0045
N3 -1.105 -0.333 1.225  0.0072
C4 -1.652 -1.498 1.133  0.0001
C5 -1.927 -2.389 2.291  -0.0002
C6 -2.150 -1.840 -0.221  0.0092
C7 -2.857 -2.993 -0.508  0.0041
C8 -3.426 -3.124 -1.771  -0.0032
C9 -3.286 -2.095 -2.688  0.0052
C10 -2.533 -0.987 -2.329  0.0092
N4 -1.967 -0.879 -1.132  0.1373
H1 1.359 4.871 4.511  0.0000
H2 2.021 3.544 3.562  0.0000
H3 1.436 3.261 5.215  0.0000
H4 -0.300 4.029 2.802  -0.0003
H5 -0.892 3.928 4.446  -0.0001
H6 -0.632 1.564 4.419  0.0000
H7 -1.509 -1.977 3.202  0.0001
H8 -1.496 -3.373 2.093  0.0000
H9 -3.001 -2.528 2.434  -0.0001
H10 -2.979 -3.763 0.241  0.0009
H11 -3.988 -4.012 -2.025  -0.0002
H12 -3.757 -2.138 -3.660  0.0008
H13 -2.382 -0.154 -3.008  0.0016
O1 5.176 -4.920 1.853  0.0001
N5 4.963 -3.749 2.053  0.0002
O2 5.613 -3.027 2.777  0.0000
C11 3.808 -3.143 1.325  0.0007
C12 3.305 -3.879 0.322  0.0002
C13 2.269 -3.360 -0.516  0.0005
C14 1.801 -4.077 -1.629  -0.0017
C15 0.878 -3.488 -2.448  0.0016
C16 0.400 -2.220 -2.119  0.0020
N6 0.780 -1.540 -1.045  0.0336
C17 1.750 -2.088 -0.264  0.0009
C18 2.292 -1.308 0.817  0.0055
N7 1.800 -0.052 0.950  0.0479
C19 2.346 0.740 1.850  0.0007
C20 3.309 0.299 2.756  0.0013
C21 3.780 -0.982 2.672  -0.0017
C22 3.320 -1.815 1.628  0.0017
H14 3.722 -4.856 0.122  0.0000
H15 2.200 -5.061 -1.840  -0.0001
H16 0.512 -3.978 -3.340  0.0003
H17 -0.316 -1.744 -2.768  0.0001
H18 2.003 1.765 1.862  0.0004
H19 3.669 0.974 3.520  0.0001
H20 4.519 -1.341 3.367  -0.0001
Br1 1.526 1.457 -2.038  -0.0038
C23 0.281 2.577 -2.964  0.0003
C24 0.704 3.320 -4.014  -0.0005
C25 -0.258 4.112 -4.687  -0.0002
C26 -1.554 4.112 -4.270  -0.0003
C27 -1.978 3.345 -3.151  0.0005
C28 -3.312 3.381 -2.691  0.0015
C29 -3.679 2.661 -1.591  0.0012
C30 -2.737 1.862 -0.910  0.0039
C31 -1.442 1.773 -1.339  0.0117
C32 -1.034 2.535 -2.465  0.0029
H21 1.737 3.315 -4.334  0.0000
H22 0.051 4.710 -5.532  0.0000
H23 -2.292 4.711 -4.788  0.0000
H24 -4.031 3.999 -3.214  0.0001
H25 -4.695 2.704 -1.222  0.0001
H26 -3.059 1.320 -0.030  0.0007

Summary:
**Net charge**: +2
**Gap between HOMO and LUMO (spin up / spin down)**: 7.0 / 6.2 eV
**M**: 844.80 g/mol
**2S+1**: 2
**DFT total energy**: -131832.380 eV

No. 4
Below is an isolated molecule of C3H7NOS, with properties calculated with the ωB97M-V functional and the def2-TZVPD basis.

Each line ends with the Mulliken charge.
Atoms and positions in Å:
O1 -0.134 1.616 -0.318  -0.4987
C1 0.132 1.003 1.047  -0.3814
C2 0.568 -0.254 0.939  -0.1456
C3 -0.602 -0.777 0.003  -0.2955
N1 -0.849 -0.980 -1.340  -0.4209
S1 0.672 -0.795 -2.275  -0.1254
H1 -0.785 1.202 -0.774  0.3690
H2 -0.751 1.032 1.835  0.2485
H3 1.037 1.669 1.295  0.2648
H4 1.703 -0.299 0.579  0.2762
H5 0.275 -0.842 1.912  0.2146
H6 -1.569 -1.020 0.516  0.3275
H7 0.303 -1.555 -3.419  0.1669

Summary:
**Net charge**: 0
**Gap between HOMO and LUMO**: 9.5 eV
**M**: 105.16 g/mol
**SMILES**: OCC/C=N\S
**DFT total energy**: -17593.219 eV

No. 5
Below is an isolated molecule of C4H6O3S, with properties calculated with the ωB97M-V functional and the def2-TZVPD basis.

Each line ends with the Mulliken charge.
Atoms and positions in Å:
O1 -3.010 -1.371 0.127  -0.4297
C1 -2.343 -0.454 -0.090  0.3637
O2 -2.852 0.871 -0.028  -0.4645
C2 -0.730 -0.645 -0.103  -0.2102
O3 -0.183 0.675 -0.340  -0.4163
C3 1.251 0.788 0.193  -0.2682
C4 2.378 -0.286 -0.306  -0.1687
S1 4.025 -0.382 0.044  -0.1577
H1 -2.146 1.457 -0.201  0.3662
H2 -0.584 -0.826 0.982  0.2615
H3 -0.144 -1.276 -0.711  0.3035
H4 1.494 1.943 0.267  0.3392
H5 0.981 0.411 1.301  0.2791
H6 1.865 -0.905 -1.136  0.2023

Summary:
**Net charge**: 0
**Gap between HOMO and LUMO**: 8.3 eV
**M**: 134.16 g/mol
**SMILES**: O=C(O)COCC=S
**DFT total energy**: -21219.789 eV

No. 6
Below is an isolated molecule of C5H6F2, with properties calculated with the ωB97M-V functional and the def2-TZVPD basis.

Each line ends with the Mulliken charge.
Atoms and positions in Å:
C1 -0.564 2.073 -0.082  -0.6394
C2 -0.480 0.961 -0.801  -0.3907
C3 -0.683 -0.363 -0.103  1.0458
F1 -1.075 -0.165 1.167  -0.2828
F2 -1.691 -1.052 -0.718  -0.3018
C4 0.595 -1.190 -0.215  -0.3730
C5 1.309 -1.581 0.839  -0.6790
H1 -0.399 3.108 -0.405  0.2630
H2 -0.864 2.111 0.966  0.2105
H3 -0.234 0.962 -1.839  0.3280
H4 0.841 -1.348 -1.271  0.2749
H5 2.231 -2.105 0.591  0.2587
H6 1.014 -1.409 1.871  0.2858

Summary:
**Net charge**: 0
**Gap between HOMO and LUMO**: 11.0 eV
**M**: 104.10 g/mol
**SMILES**: C=CC(F)(F)C=C
**DFT total energy**: -10715.853 eV

No. 7
Below is an isolated molecule of C13H17N3O5, with properties calculated with the ωB97M-V functional and the def2-TZVPD basis.

Each line ends with the Mulliken charge.
Atoms and positions in Å:
N1 4.192 -1.576 1.641  -0.3657
C1 3.337 -2.254 0.819  0.7073
O1 3.651 -3.017 -0.083  -0.7076
C2 1.807 -2.152 1.163  -0.4564
C3 0.806 -2.115 -0.043  -0.2251
N2 -0.390 -1.420 0.360  -0.1221
C4 -0.552 -0.350 1.173  0.2735
O2 -1.385 -0.348 2.078  -0.6849
C5 0.266 0.931 1.106  0.1861
N3 1.256 0.810 0.046  -0.4883
C6 -0.562 2.214 1.210  -1.4864
C7 -1.518 2.375 0.091  0.4493
C8 -1.223 3.162 -1.001  -0.6693
C9 -2.025 3.035 -2.145  -0.1268
C10 -2.997 2.103 -2.315  0.3239
O3 -3.446 2.037 -3.586  -0.5509
C11 -3.373 1.369 -1.168  -0.5225
C12 -2.687 1.559 0.037  -0.5002
C13 0.443 -3.491 -0.596  0.5619
O4 -0.677 -3.960 -0.538  -0.6022
O5 1.454 -4.103 -1.234  -0.5140
H1 5.154 -1.498 1.452  0.2443
H2 3.756 -1.178 2.481  0.2288
H3 1.669 -1.216 1.699  0.0650
H4 1.562 -3.082 1.703  0.3015
H5 1.412 -1.629 -0.826  0.3638
H6 -1.124 -2.065 0.560  0.2700
H7 0.763 0.873 2.065  0.3589
H8 1.990 1.549 0.092  0.2888
H9 0.767 1.047 -0.848  0.2870
H10 0.028 3.107 1.302  0.5450
H11 -1.105 2.106 2.132  0.4419
H12 -0.281 3.797 -1.010  0.2426
H13 -1.793 3.746 -2.977  0.3080
H14 -4.400 1.728 -3.605  0.3304
H15 -4.145 0.668 -1.174  0.4190
H16 -2.958 0.943 0.934  0.3739
H17 2.329 -3.704 -0.997  0.4514

Summary:
**Net charge**: 0
**Gap between HOMO and LUMO**: 8.8 eV
**M**: 295.30 g/mol
**SMILES**: NC(=O)C[C@H](NC(=O)[C@@H](N)Cc1ccc(O)cc1)C(=O)O
**DFT total energy**: -28465.200 eV